Version a
{"formula": "C4H10S3", "method": "ωB97M-V/def2-TZVPD", "symbols": ["C", "C", "C", "C", "S", "S", "S", "H", "H", "H", "H", "H", "H", "H", "H", "H", "H"], "positions_angstrom": [[1.0408, 1.7446, -1.0869], [0.0641, -0.8044, 2.0728], [-0.1536, 0.9842, -1.7231], [-1.2254, -1.0821, 1.4292], [-0.8659, -0.3433, -0.7853], [-4.0951, -0.5938, 0.6373], [-2.6730, -0.1535, 2.0604], [1.9879, 1.2941, -1.1592], [1.2116, 2.6398, -1.7725], [0.7728, 2.0276, -0.1566], [0.9682, -0.9169, 1.4690], [0.0318, -1.3793, 2.9935], [0.1113, 0.3199, 2.3380], [-1.0579, 1.6693, -1.9405], [-1.4738, -2.1069, 1.1179], [0.2517, -0.9012, -0.5911], [-3.4233, 0.3207, -0.0312]], "orbital_gap_ev": [7.53, 7.13], "total_charge": 0}

***

Version b
{"formula": "C4H10S3", "method": "ωB97M-V/def2-TZVPD", "symbols": ["C", "C", "S", "C", "C", "S", "S", "H", "H", "H", "H", "H", "H", "H", "H", "H", "H"], "positions_angstrom": [[0.6873, 0.8538, 1.6848], [0.0328, 1.1717, 0.3345], [1.2572, 1.8913, -0.7602], [-0.4984, -0.4361, -0.3236], [-1.3583, -0.2507, -1.5470], [1.0345, -1.4208, -0.7146], [0.7763, -3.0255, 0.5558], [1.5390, 0.2414, 1.3704], [0.9818, 1.7547, 2.3455], [0.0899, 0.1755, 2.1621], [-0.9074, 1.7373, 0.3895], [1.3652, 2.8657, 0.0295], [-0.8529, -0.9909, 0.5391], [-0.8224, -0.0075, -2.4488], [-2.1105, 0.4398, -1.3662], [-1.4478, -1.2923, -1.8359], [0.2337, -3.7075, -0.4150]], "orbital_gap_ev": 9.42, "total_charge": 0, "smiles": "C[C@@H](S)[C@@H](C)SS"}

***

Which one is most stable, and which one is least stable? version b is the most stable of them, while version a is the least stable.

***

Version a
{"formula": "C14H20N2O", "method": "ωB97M-V/def2-TZVPD", "symbols": ["O", "C", "C", "C", "C", "C", "C", "C", "C", "N", "C", "C", "C", "C", "C", "C", "N", "H", "H", "H", "H", "H", "H", "H", "H", "H", "H", "H", "H", "H", "H", "H", "H", "H", "H", "H", "H"], "positions_angstrom": [[-1.1391, -1.5020, 1.2487], [-0.4503, -0.5050, 1.1585], [0.5468, -0.0910, 2.2264], [1.4987, -1.2371, 2.5828], [2.6196, -1.4266, 1.5609], [2.1181, -1.8701, 0.1771], [3.2218, -2.7767, -0.3585], [3.6288, -3.5676, 0.8797], [3.6206, -2.5219, 1.9989], [-0.5080, 0.3178, 0.0896], [-1.4846, 0.1469, -0.9564], [-1.9894, 1.4754, -1.4479], [-3.1027, 1.5576, -2.2804], [-3.5119, 2.8035, -2.7200], [-2.7995, 3.9245, -2.3179], [-1.7055, 3.7375, -1.4909], [-1.3090, 2.5489, -1.0679], [-0.0368, 0.1691, 3.1129], [1.1092, 0.7890, 1.9119], [1.9478, -1.0314, 3.5577], [0.9147, -2.1560, 2.6634], [3.1528, -0.4751, 1.4606], [1.9174, -1.0249, -0.4801], [1.1978, -2.4445, 0.2864], [2.8830, -3.4142, -1.1742], [4.0630, -2.1775, -0.7129], [2.8815, -4.3365, 1.0801], [4.5985, -4.0524, 0.7728], [4.6164, -2.0940, 2.1203], [3.3326, -2.9643, 2.9518], [-0.0396, 1.2123, 0.0777], [-1.0420, -0.3989, -1.8034], [-2.3031, -0.4667, -0.5646], [-3.6303, 0.6616, -2.5687], [-4.3735, 2.9019, -3.3643], [-3.0869, 4.9136, -2.6375], [-1.1110, 4.5736, -1.1456]], "orbital_gap_ev": 10.21, "total_charge": 0, "smiles": "O=C(CCC1CCCC1)NCc1ccccn1"}

***

Version b
{"formula": "C14H20N2O", "method": "ωB97M-V/def2-TZVPD", "symbols": ["C", "C", "C", "N", "C", "C", "C", "C", "C", "C", "H", "H", "H", "H", "H", "H", "H", "H", "H", "C", "C", "N", "C", "C", "C", "O", "H", "H", "H", "H", "H", "H", "H", "H", "H", "H", "H"], "positions_angstrom": [[-0.7519, -1.9626, 3.0926], [-0.0348, -2.2274, 1.8077], [1.1908, -2.7760, 1.6290], [1.5632, -2.7853, 0.2972], [0.4887, -2.2751, -0.4183], [0.3789, -2.1529, -1.8029], [-0.7370, -1.5046, -2.2771], [-1.7852, -1.0595, -1.4375], [-1.6175, -1.2503, -0.0751], [-0.4808, -1.8200, 0.4912], [-0.4800, -0.9729, 3.4393], [-0.3664, -2.6845, 3.8216], [-1.8307, -2.1041, 3.0714], [1.7515, -3.2231, 2.4396], [2.5093, -2.6060, 0.0019], [1.0377, -2.6915, -2.4741], [-0.9276, -1.3995, -3.3431], [-2.6404, -0.5211, -1.8104], [-2.4886, -1.0159, 0.5328], [-2.1304, 2.5247, -1.2513], [-0.6146, 2.4765, -1.4800], [-0.0088, 2.8495, -0.1762], [0.3344, 4.2689, -0.1085], [1.1565, 2.0087, 0.1196], [1.0385, 1.3985, 1.4964], [2.0983, 1.9415, -0.6142], [-2.5418, 3.4112, -0.7764], [-2.1846, 1.7282, -0.4780], [-2.8945, 1.9831, -1.8155], [-0.2505, 1.5048, -1.7862], [-0.3080, 3.2639, -2.1772], [-0.6310, 4.7776, 0.0228], [1.1041, 4.6086, 0.5785], [0.6165, 4.6880, -1.0780], [1.2562, 2.1768, 2.2254], [-0.0280, 1.2449, 1.6749], [1.6401, 0.5010, 1.5814]], "orbital_gap_ev": 8.92, "total_charge": 0, "smiles": "Cc1c[nH]c2ccccc12.CCN(C)C(C)=O"}

***

Which one is most stable, and which one is least stable? version a is the most stable of them, while version b is the least stable.

***

Version a
{"formula": "C12H48N2O12", "method": "ωB97M-V/def2-TZVPD", "symbols": ["N", "C", "N", "O", "H", "H", "H", "H", "C", "O", "H", "H", "H", "H", "C", "O", "H", "H", "H", "H", "C", "O", "H", "H", "H", "H", "C", "O", "H", "H", "H", "H", "C", "O", "H", "H", "H", "H", "C", "O", "H", "H", "H", "H", "C", "O", "H", "H", "H", "H", "C", "O", "H", "H", "H", "H", "C", "O", "H", "H", "H", "H", "C", "O", "H", "H", "H", "H", "C", "O", "H", "H", "H", "H"], "positions_angstrom": [[13.9066, 5.6004, -15.6755], [12.6514, 5.5399, -15.8166], [12.3530, 5.5281, -17.0831], [11.8448, 5.3660, -14.8776], [14.4021, 5.9889, -16.4652], [14.3228, 5.6432, -14.7562], [13.1554, 5.7200, -17.6657], [11.4633, 5.2354, -17.4611], [12.3675, 2.0686, -17.3861], [12.2120, 0.6699, -17.7784], [12.4194, 2.1850, -16.3036], [13.2955, 2.4883, -17.7746], [11.4890, 2.6513, -17.6634], [12.2479, 0.2434, -16.9192], [8.9018, 5.7223, -17.8042], [9.8284, 4.8609, -18.3689], [9.4802, 6.5023, -17.3092], [8.2056, 6.2144, -18.4832], [8.2820, 5.3251, -17.0004], [9.3242, 4.5512, -19.1249], [15.8185, 3.0925, -15.6532], [16.9220, 2.1499, -15.5147], [15.6054, 3.3885, -16.6804], [14.9054, 2.6976, -15.2077], [16.1466, 3.9174, -15.0207], [16.8107, 1.5541, -16.2591], [12.8379, 6.3603, -20.6267], [13.6988, 7.0332, -19.7608], [11.9121, 6.2459, -20.0629], [12.6521, 6.8313, -21.5920], [13.2839, 5.3829, -20.8106], [14.4523, 7.2799, -20.3020], [16.2745, 8.0509, -17.8921], [16.5119, 7.2061, -16.7421], [16.5280, 7.3928, -18.7232], [15.2032, 8.1580, -18.0625], [16.8069, 9.0016, -17.8643], [17.3792, 7.4321, -16.3980], [13.7175, 3.9524, -12.5183], [14.0464, 5.3594, -12.4038], [14.7106, 3.5304, -12.6728], [13.0971, 3.4567, -11.7716], [13.2109, 3.6995, -13.4497], [13.2709, 5.9169, -12.5008], [14.3375, 9.2715, -14.0184], [13.4890, 9.1846, -12.8728], [14.5588, 8.3390, -14.5375], [13.9173, 9.7719, -14.8909], [15.2460, 9.8416, -13.8244], [13.9370, 9.5193, -12.0924], [11.9771, 9.0879, -17.4920], [11.4085, 8.4582, -18.6549], [11.1700, 9.2062, -16.7690], [12.6054, 8.3495, -16.9940], [12.5135, 10.0290, -17.6139], [12.1430, 8.0006, -19.0705], [9.6285, 2.5486, -14.8158], [9.5695, 2.0094, -13.4876], [10.0094, 3.5612, -14.9490], [9.9097, 1.7542, -15.5071], [8.6143, 2.6774, -15.1941], [9.1343, 1.1575, -13.5683], [15.1664, 3.7000, -19.7963], [16.2808, 4.2857, -20.4585], [15.4904, 2.8626, -19.1783], [14.8157, 4.4248, -19.0616], [14.3334, 3.4438, -20.4509], [16.2154, 4.0361, -21.3832], [9.1950, 6.0441, -12.6741], [9.2345, 6.4693, -14.0266], [8.8789, 6.8399, -11.9996], [8.3685, 5.3574, -12.4912], [10.0540, 5.4855, -12.3024], [9.8056, 5.8561, -14.4952]], "orbital_gap_ev": 9.43, "total_charge": 0, "smiles": "NC(N)=O.CO.CO.CO.CO.CO.CO.CO.CO.CO.CO.CO"}

***

Version b
{"formula": "C12H48N2O12", "method": "ωB97M-V/def2-TZVPD", "symbols": ["C", "O", "H", "H", "H", "H", "C", "O", "H", "H", "H", "H", "C", "O", "H", "H", "H", "H", "C", "O", "H", "H", "H", "H", "C", "O", "H", "H", "H", "H", "C", "O", "H", "H", "H", "H", "C", "O", "H", "H", "H", "H", "C", "O", "H", "H", "H", "H", "C", "O", "H", "H", "H", "H", "C", "O", "H", "H", "H", "H", "C", "O", "H", "H", "H", "H", "C", "O", "N", "N", "H", "H", "H", "H"], "positions_angstrom": [[-0.1075, 1.9603, -2.4458], [1.1972, 1.3351, -2.5373], [-0.1819, 2.8170, -1.7760], [-0.4142, 2.1696, -3.4706], [-0.8770, 1.2482, -2.1475], [1.1691, 0.3772, -2.5952], [0.2493, 0.0372, -0.0868], [-0.8813, -0.2451, -0.8505], [0.1033, -0.7036, 0.6993], [1.1822, -0.3328, -0.5121], [0.4616, 1.0608, 0.2219], [-1.4182, 0.5411, -0.7278], [0.7274, 2.4534, 2.4404], [1.6160, 1.8019, 3.2629], [1.1242, 3.4134, 2.1101], [0.5559, 1.8968, 1.5191], [-0.2287, 2.5906, 2.9455], [2.4584, 2.2587, 3.3200], [3.9768, -0.6021, -0.2214], [2.8219, -0.6487, 0.5398], [4.2935, 0.4404, -0.2544], [4.6094, -1.3648, 0.2327], [3.6891, -0.8244, -1.2489], [2.1232, -0.9129, -0.0633], [0.9134, 3.4113, -0.1216], [1.7744, 4.3307, 0.4780], [0.8833, 2.4273, 0.3463], [-0.0588, 3.8922, -0.2301], [1.4030, 3.4189, -1.0954], [2.4639, 3.7744, 0.8478], [-2.6985, -1.6003, 0.5526], [-2.5752, -1.8617, 1.9710], [-3.5508, -0.9358, 0.4108], [-1.8785, -1.0223, 0.1265], [-2.7799, -2.5862, 0.0949], [-2.6404, -1.0061, 2.4015], [-1.3116, 0.3141, 2.4566], [-2.5813, 0.0466, 2.8882], [-1.1362, -0.4703, 1.7204], [-1.3181, 1.2988, 1.9894], [-0.4678, 0.2321, 3.1418], [-2.7964, 0.4436, 3.7354], [1.8052, -0.3975, 2.2592], [1.2174, -0.0848, 3.4906], [1.2425, -0.2446, 1.3383], [2.6884, 0.2090, 2.0588], [2.3497, -1.3344, 2.3765], [1.2808, 0.8706, 3.5595], [-2.2070, 2.3056, -0.9181], [-2.1565, 1.0299, -0.1938], [-1.7202, 3.0917, -0.3409], [-1.6383, 2.3121, -1.8480], [-3.2049, 2.4793, -1.3206], [-2.6754, 1.0332, 0.6139], [1.3473, -2.3652, -2.7607], [0.9718, -1.1047, -2.1725], [1.1701, -2.3504, -3.8361], [2.4086, -2.5441, -2.5884], [0.8058, -3.1787, -2.2780], [0.0187, -1.0319, -2.2616], [0.5437, -2.8837, 0.5935], [1.7660, -2.3440, 0.9966], [-0.3360, -2.2451, 0.5138], [0.7064, -3.5488, -0.2546], [0.1692, -3.5838, 1.3404], [1.7209, -2.1679, 1.9392], [-1.8061, -2.1538, -2.8612], [-0.7590, -2.5027, -3.4855], [-1.9109, -1.6827, -1.6842], [-3.0211, -2.4339, -3.2585], [-2.7678, -1.5177, -1.1758], [-1.0324, -1.6390, -1.1877], [-3.6239, -1.9646, -2.5979], [-3.2473, -2.9020, -4.1244]], "orbital_gap_ev": 8.17, "total_charge": 0}

***

Which one is most stable, and which one is least stable? version a is the most stable of them, while version b is the least stable.